DFT (ωB97M-V/def2-TZVPD) results for C18H30F3O12Ti as an isolated structure.

Summary:
- lowest unoccupied orbital energy (alpha / beta) (eV) = 0.442 / 0.411
- 2S+1 = 4
- E_tot (Ha) = -2755.81577

The geometry in XYZ format:
```
64
Properties=species:S:1:pos:R:3:mulliken_spin:R:1
Ti 23.79 -12.18 -25.44 1.881
C 21.99 -11.53 -23.27 0.005
O 22.14 -10.72 -24.46 0.042
O 22.86 -12.50 -23.33 -0.009
C 22.08 -10.80 -21.93 0.003
F 21.27 -9.71 -21.87 0.000
F 21.68 -11.62 -20.95 0.000
F 23.32 -10.38 -21.66 0.000
C 21.46 -9.50 -24.62 -0.009
C 21.69 -9.02 -26.03 0.024
H 21.27 -8.03 -26.20 0.000
H 22.77 -9.00 -26.21 0.009
H 21.24 -9.69 -26.76 -0.001
H 21.80 -8.74 -23.92 0.002
H 20.37 -9.60 -24.44 0.001
H 20.92 -11.87 -23.36 0.002
O 25.36 -13.95 -25.98 0.036
C 26.14 -14.80 -26.30 0.027
O 27.26 -15.06 -25.63 0.003
C 27.47 -14.28 -24.45 0.003
C 28.71 -14.74 -23.72 0.002
C 25.97 -15.63 -27.53 0.002
H 26.58 -14.36 -23.81 0.005
H 27.51 -13.21 -24.67 0.001
H 29.41 -15.19 -24.42 0.000
H 28.52 -15.38 -22.87 0.000
H 29.20 -13.85 -23.32 0.000
H 26.43 -15.09 -28.36 0.001
H 24.91 -15.79 -27.70 -0.001
H 26.54 -16.56 -27.48 0.001
O 23.96 -11.14 -27.45 0.131
C 24.57 -11.08 -28.58 0.632
O 23.98 -10.52 -29.71 0.038
C 22.68 -10.00 -29.57 -0.004
C 21.62 -11.10 -29.69 0.010
C 25.98 -11.51 -28.82 -0.022
H 22.51 -9.27 -30.36 0.000
H 22.57 -9.54 -28.59 0.007
H 21.78 -11.61 -30.65 -0.005
H 20.63 -10.64 -29.72 -0.001
H 21.76 -11.80 -28.87 0.020
H 26.04 -12.42 -29.42 0.038
H 26.36 -11.75 -27.82 0.004
H 26.62 -10.70 -29.19 0.027
C 28.01 -9.35 -26.40 0.031
C 28.87 -10.16 -25.40 0.006
O 27.89 -10.82 -24.58 -0.002
C 26.65 -10.59 -25.05 0.030
O 25.67 -11.09 -24.60 -0.009
O 26.67 -9.75 -26.07 0.012
H 28.18 -9.63 -27.44 -0.014
H 28.08 -8.27 -26.27 -0.002
H 29.43 -9.48 -24.76 0.000
H 29.51 -10.89 -25.87 -0.003
C 19.21 -13.99 -27.54 0.002
C 19.35 -12.60 -26.93 0.007
O 20.74 -12.54 -26.59 0.026
C 21.39 -13.60 -27.09 -0.011
O 22.58 -13.76 -26.99 0.024
O 20.56 -14.44 -27.71 0.001
H 18.66 -14.05 -28.47 0.001
H 18.72 -14.66 -26.84 0.000
H 18.76 -12.48 -26.02 0.000
H 19.12 -11.76 -27.58 -0.002
```